Entry 1:
{"formula": "C34H48CoN3P", "method": "wB97M-V/def2-TZVPD", "spin_multiplicity": 4, "e_homo_ev": [1.141, 0.077], "lumo_energy_ev": [4.520, 4.519], "total_charge": -2, "homo_lumo_gap_ev": [3.379, 4.443], "s_squared": 3.793, "species": ["Co", "N", "N", "C", "C", "C", "C", "H", "H", "H", "C", "C", "H", "H", "H", "C", "C", "H", "H", "H", "C", "H", "H", "H", "C", "H", "H", "H", "C", "H", "C", "H", "C", "H", "C", "H", "C", "C", "H", "C", "C", "H", "C", "H", "N", "C", "C", "C", "H", "C", "C", "H", "H", "H", "C", "H", "C", "C", "H", "H", "H", "C", "H", "H", "H", "C", "C", "P", "C", "C", "C", "C", "H", "H", "H", "H", "H", "H", "H", "H", "H", "H", "H", "H", "H", "H", "H"], "coordinates": [[0.7624, -0.2397, 0.7139], [1.1002, -2.5981, 4.2249], [-0.7515, -2.6321, -1.9791], [1.3868, 1.8726, 0.0479], [2.3974, 0.8586, 0.2671], [2.4453, 0.6702, 1.6798], [3.4436, -0.1557, 2.3974], [4.1042, -0.6996, 1.7162], [2.6916, -1.0338, 2.8910], [3.9979, 0.3569, 3.1867], [1.3724, 1.3821, 2.3001], [1.0345, 1.2992, 3.7357], [1.7338, 1.8908, 4.3437], [1.0671, 0.2709, 4.1258], [0.0320, 1.6948, 3.9382], [0.7905, 2.2076, 1.2977], [-0.1250, 3.3285, 1.5666], [-0.9310, 3.0432, 2.2580], [-0.5778, 3.7087, 0.6453], [0.4111, 4.1715, 2.0317], [3.4510, 0.3998, -0.6691], [4.3988, 0.9313, -0.4889], [3.1467, 0.5955, -1.7003], [3.6585, -0.6756, -0.5639], [1.2930, 2.6854, -1.1740], [0.2563, 2.9880, -1.3568], [1.6336, 2.1213, -2.0461], [1.9049, 3.6006, -1.1001], [0.4269, -3.5779, 4.8447], [0.5463, -3.7276, 5.9296], [-0.4340, -4.4889, 4.1783], [-0.9600, -5.2670, 4.7274], [-0.5210, -4.4140, 2.7847], [-1.1504, -5.0772, 2.1751], [0.2862, -3.4770, 2.1017], [0.2367, -3.2702, 1.0451], [1.0275, -2.5861, 2.8739], [1.7685, -1.5596, 2.2048], [2.2363, -1.9501, 1.2706], [-0.5834, -1.3363, -2.0852], [0.3685, -3.2520, -2.5668], [0.6011, -4.3159, -2.4144], [1.1400, -2.2794, -3.1844], [1.8888, -2.3553, -3.9644], [0.4917, -1.0400, -2.8804], [0.5810, 0.2243, -3.4297], [1.6310, 0.5312, -4.2893], [1.4147, 1.6062, -5.1539], [2.1998, 1.8093, -5.8972], [0.2427, 2.3667, -5.1156], [0.0418, 3.4942, -6.0811], [-0.5092, 4.3209, -5.6095], [-0.5326, 3.1884, -6.9727], [1.0110, 3.8764, -6.4304], [-0.7678, 2.0350, -4.2072], [-1.7225, 2.5636, -4.1680], [-0.6070, 0.9715, -3.3317], [-1.7056, 0.5417, -2.4332], [-2.3581, -0.2240, -2.8817], [-2.3434, 1.4249, -2.2854], [-1.3346, 0.1993, -1.4291], [2.8967, -0.2446, -4.4245], [2.7529, -1.1056, -5.0864], [3.3651, -0.5666, -3.4875], [3.6150, 0.3915, -4.9501], [-3.8062, -1.8703, 0.8188], [-2.3843, -1.6760, 0.3072], [-1.4830, -0.3104, 1.1420], [-2.5277, 1.1481, 0.6605], [-3.6276, 1.6472, 1.5879], [-1.5971, -0.7771, 2.9317], [-2.4040, 0.0222, 3.9415], [-3.8229, -2.0629, 1.8982], [-4.2323, -2.7473, 0.3192], [-4.4492, -1.0094, 0.5989], [-1.7945, -2.5945, 0.4354], [-2.3583, -1.4806, -0.7723], [-1.8367, 1.9748, 0.4403], [-2.9891, 0.8843, -0.3007], [-3.2281, 2.1229, 2.4919], [-4.2210, 2.4091, 1.0617], [-4.3183, 0.8469, 1.8807], [-1.9346, -1.8234, 2.9386], [-0.5512, -0.8210, 3.2706], [-2.2659, -0.4290, 4.9352], [-2.0556, 1.0595, 4.0149], [-3.4812, 0.0144, 3.7320]]}

Entry 2:
{"formula": "C34H49Br12N2O3PS", "method": "wB97M-V/def2-TZVPD", "e_homo_ev": -7.562, "lumo_energy_ev": -0.601, "homo_lumo_gap_ev": 6.961, "species": ["C", "C", "P", "C", "C", "C", "C", "C", "C", "C", "C", "C", "O", "C", "C", "C", "C", "O", "N", "C", "C", "C", "S", "C", "C", "N", "C", "C", "O", "H", "H", "H", "H", "H", "H", "H", "H", "H", "H", "H", "H", "H", "H", "H", "H", "H", "H", "H", "H", "H", "H", "H", "H", "H", "Br", "C", "C", "Br", "H", "H", "H", "H", "Br", "C", "C", "Br", "H", "H", "H", "H", "Br", "C", "C", "Br", "H", "H", "H", "H", "Br", "C", "C", "Br", "H", "H", "H", "H", "Br", "C", "C", "Br", "H", "H", "H", "H", "Br", "C", "C", "Br", "H", "H", "H", "H"], "coordinates": [[6.3414, -1.6686, -0.1048], [5.6824, -0.8455, -1.2393], [4.1742, -1.6928, -1.9228], [4.8373, -3.3558, -2.4483], [4.8794, -4.3613, -1.2455], [3.7235, -0.8163, -3.4890], [4.6219, 0.1280, -3.9965], [4.3847, 0.8395, -5.1667], [3.2006, 0.6122, -5.8501], [2.3095, -0.3217, -5.3622], [2.5239, -1.0574, -4.1875], [1.4927, -2.0811, -3.7528], [1.8433, -3.0641, -3.1416], [0.0631, -1.8016, -4.1797], [-1.0655, -2.2511, -3.5076], [-0.9953, -3.0764, -2.2380], [-1.3486, -2.2846, -0.9451], [-1.7301, -2.9434, -0.0018], [-1.2447, -0.8576, -0.8934], [-2.4711, -0.1859, -1.4043], [-1.1589, -0.4401, 0.5304], [-2.3641, -1.9562, -4.0124], [-3.8829, -2.5553, -3.2783], [-2.5327, -1.1804, -5.1313], [-1.3959, -0.7096, -5.8093], [-1.6022, 0.0958, -7.0232], [-0.1344, -1.0385, -5.3593], [1.0392, -0.5555, -6.1317], [1.0186, -0.3552, -7.3298], [7.1358, -1.0813, 0.3687], [6.8527, -2.5218, -0.5668], [5.6023, -2.0233, 0.6195], [6.4610, -0.7083, -2.0076], [5.4479, 0.1548, -0.8547], [4.1417, -3.7806, -3.1774], [5.8171, -3.2748, -2.9377], [5.9340, -4.5872, -1.0547], [4.4936, -3.8395, -0.3645], [4.2934, -5.2602, -1.4378], [5.5691, 0.3286, -3.5038], [5.1341, 1.5440, -5.5179], [2.9866, 1.1386, -6.7762], [-1.7877, -3.8307, -2.3188], [-0.0650, -3.6276, -2.1010], [-2.3674, 0.1131, -2.4517], [-2.5793, 0.7457, -0.8353], [-3.3770, -0.7670, -1.2114], [-0.5667, -1.1334, 1.1232], [-2.1523, -0.3389, 0.9863], [-0.6390, 0.5320, 0.5286], [-3.5993, -2.7873, -1.9824], [-3.5323, -0.9387, -5.4819], [-2.6023, 0.1223, -7.2121], [-1.1931, -0.5139, -7.7326], [-1.3720, 2.5704, 1.7719], [-3.1453, 3.3462, 1.5896], [-4.0729, 2.8178, 2.6488], [-4.6456, 1.0077, 2.2266], [-3.4849, 3.1316, 0.5808], [-3.0050, 4.4201, 1.6996], [-4.9863, 3.4083, 2.6918], [-3.6185, 2.7861, 3.6346], [-0.7406, 5.1142, -5.3615], [-2.0690, 4.3016, -4.1924], [-1.6506, 2.9206, -3.7572], [-1.8973, 1.6004, -5.1879], [-3.0102, 4.3077, -4.7336], [-2.1411, 4.9707, -3.3366], [-2.2771, 2.5796, -2.9327], [-0.6070, 2.8651, -3.4612], [2.0758, -0.9378, 0.5151], [1.8238, -1.3884, 2.3980], [3.0886, -1.9197, 3.0152], [3.4271, -3.7613, 2.4871], [0.9988, -2.0937, 2.4469], [1.5308, -0.4563, 2.8803], [3.0009, -1.9468, 4.0996], [3.9679, -1.3453, 2.7388], [-0.1918, 3.5611, 5.1080], [-1.5276, 2.7630, 6.2761], [-1.1873, 1.3347, 6.6009], [-1.5904, 0.1523, 5.1056], [-2.4874, 2.8702, 5.7792], [-1.5178, 3.3750, 7.1744], [-1.8007, 0.9740, 7.4248], [-0.1382, 1.1944, 6.8434], [-7.7219, -1.8295, 5.0468], [-6.7842, -3.1425, 3.9576], [-6.0280, -2.4886, 2.8331], [-7.2191, -1.9454, 1.3903], [-7.5277, -3.8534, 3.6112], [-6.0974, -3.6404, 4.6391], [-5.3338, -3.1935, 2.3792], [-5.4861, -1.6018, 3.1469], [3.4068, 5.0320, 8.7592], [1.6355, 5.8151, 8.5796], [0.6935, 5.2965, 9.6333], [0.0895, 3.4935, 9.2167], [1.2976, 5.6038, 7.5689], [1.7830, 6.8868, 8.6958], [-0.2113, 5.9001, 9.6675], [1.1371, 5.2597, 10.6232]]}

The calculation returns the following total energy values, one per record and in order: -87413.9222; -905808.3463 eV.